# C16H48FNO22P6S

A 6-piece molecular cluster, C16H48FNO22P6S overall at a distorted geometry (ωB97M-V/def2-TZVPD, the OMol25 dataset).

Positions of all 95 atoms, in Å:
O  3.6190  -6.9882  -1.9739
C  3.3769  -6.3517  -3.1224
N  2.2651  -6.6454  -4.1049
P  0.6995  -5.9456  -3.6182
S  0.1801  -6.3150  -1.7704
O  4.3466  -5.2693  -3.4869
F  3.6874  -4.1541  -3.2740
H  2.2048  -7.6530  -4.3686
H  -0.3164  -6.5491  -4.4575
H  0.7525  -4.4926  -3.8063
C  -5.5725  -1.2100  -0.3173
O  -5.2381  -2.3343  -1.1123
P  -3.5447  -2.5619  -1.3836
O  -3.5000  -1.2818  -2.2299
O  -3.8534  -3.8440  -2.3708
C  -4.9917  -3.8248  -3.2180
O  -1.8515  -2.7895  -1.6549
C  -1.0287  -2.0336  -0.7867
H  -6.6239  -1.2844  -0.0331
H  -4.9582  -1.1908  0.5872
H  -5.4312  -0.2856  -0.8843
H  -5.2371  -2.8162  -3.5571
H  -5.8418  -4.2580  -2.6893
H  -4.7839  -4.4433  -4.0939
H  -1.3031  -2.2302  0.2529
H  -1.1308  -0.9671  -1.0031
H  0.0113  -2.3291  -0.9433
C  4.5255  2.8935  -2.1273
O  4.8679  1.5461  -2.4015
P  3.5509  0.5434  -2.9047
O  2.9208  0.6570  -1.5093
O  4.5389  -0.7741  -2.9387
C  5.5657  -0.9120  -1.9689
O  2.2340  -0.4591  -3.4078
C  1.0815  0.2653  -3.7938
H  5.4448  3.4747  -2.0337
H  3.9244  3.3040  -2.9434
H  3.9738  2.9633  -1.1856
H  5.2866  -0.4762  -1.0072
H  6.4778  -0.4430  -2.3405
H  5.7649  -1.9757  -1.8218
H  1.3429  1.0043  -4.5556
H  0.6413  0.7645  -2.9268
H  0.3512  -0.4328  -4.2096
C  -7.5274  5.9105  1.0032
O  -7.3747  4.5687  1.4323
P  -6.8122  3.4712  0.2189
O  -8.1300  3.6349  -0.5515
O  -6.9586  2.2067  1.2644
C  -8.0299  2.1800  2.1947
O  -6.2497  2.3738  -0.9943
C  -5.7085  3.0136  -2.1344
H  -7.6718  6.5429  1.8813
H  -6.6324  6.2402  0.4684
H  -8.4050  6.0076  0.3579
H  -8.9301  2.6572  1.8016
H  -7.7187  2.6724  3.1169
H  -8.2635  1.1386  2.4264
H  -4.9296  3.7184  -1.8324
H  -6.4950  3.5401  -2.6811
H  -5.2698  2.2553  -2.7871
C  -5.1862  5.2518  5.6206
O  -4.8517  4.1275  4.8255
P  -3.1583  3.8999  4.5542
O  -3.1137  5.1800  3.7080
O  -3.4670  2.6178  3.5671
C  -4.6053  2.6370  2.7199
O  -1.4651  3.6722  4.2830
C  -0.6424  4.4282  5.1511
H  -6.2376  5.1774  5.9047
H  -4.5718  5.2709  6.5250
H  -5.0448  6.1761  5.0536
H  -4.8507  3.6456  2.3808
H  -5.4555  2.2038  3.2485
H  -4.3976  2.0185  1.8440
H  -0.9167  4.2316  6.1907
H  -0.7444  5.4947  4.9347
H  0.3977  4.1327  4.9945
C  9.0913  -4.7387  0.3322
O  10.0300  -3.9200  1.0078
P  9.3827  -2.4611  1.6755
O  9.1261  -1.9187  0.2624
O  10.8848  -1.9924  2.1627
C  12.0135  -2.2887  1.3552
O  8.7355  -1.0024  2.3432
C  7.3225  -0.9866  2.4150
H  9.5483  -5.7125  0.1462
H  8.1973  -4.8749  0.9471
H  8.8189  -4.2943  -0.6292
H  11.7711  -2.2881  0.2904
H  12.4194  -3.2589  1.6450
H  12.7793  -1.5312  1.5360
H  6.9660  -1.8707  2.9497
H  6.8936  -0.9616  1.4100
H  7.0088  -0.0912  2.9567

As for the relative energy (zero: lowest compared OMol25 entry of this formula, charge and spin): 86.0 kcal per mole. The value obtained for the LUMO energy is -2.710 eV.

***

# C27H63F2N6O7P2S

A 3-piece molecular cluster, C27H63F2N6O7P2S overall (ωB97M-V/def2-TZVPD, the OMol25 dataset).

Positions of all 108 atoms, in Å:
C  1.1386  6.2096  2.5405
N  0.6813  4.9182  1.9974
C  1.6388  4.3860  1.0276
C  1.8157  2.8549  0.8220
F  1.2617  2.6350  -0.4742
C  3.2359  2.3215  0.6347
C  4.4277  3.0701  1.2215
O  4.4623  3.1357  2.6299
N  5.8201  2.9852  3.0906
O  5.8630  3.0896  4.2364
C  3.1818  0.7459  0.7067
C  4.2752  0.2699  1.6755
C  3.6070  0.3720  -0.7622
C  4.0672  -0.9911  -1.3189
C  5.2771  -1.7335  -0.7058
C  6.1831  -2.2143  -1.8455
C  4.8676  -2.9493  0.1377
C  1.6749  0.3854  1.2063
C  1.7613  -0.5178  2.4522
C  0.5119  -1.1462  3.0924
F  -0.6913  -0.5383  2.6870
C  0.8091  -0.3195  0.1479
C  1.1181  -1.8064  -0.1176
C  0.0588  -2.8216  0.3621
N  -0.3010  -3.7128  -0.7424
N  0.9886  1.8114  1.5834
C  0.7908  1.9940  3.0810
P  1.9725  2.2495  4.4596
O  3.0122  1.2336  4.6087
O  0.9298  2.3191  5.6638
O  2.4006  3.7634  4.3329
P  -0.8615  2.0478  0.9979
S  -1.6634  1.7440  -0.7025
H  0.3815  6.5906  3.2245
H  1.3112  6.9587  1.7594
H  2.0619  6.0630  3.0917
H  -0.1589  5.1490  1.4776
H  2.6221  4.7858  1.2684
H  1.4089  4.7470  0.0213
H  3.3656  2.5952  -0.4164
H  4.4443  4.0834  0.8084
H  5.3342  2.5907  0.8439
H  5.2446  0.5700  1.2807
H  4.1673  0.6729  2.6775
H  4.3134  -0.8098  1.7479
H  2.8427  0.7596  -1.4415
H  4.4749  1.0219  -0.9215
H  4.3550  -0.7250  -2.3419
H  3.2590  -1.6989  -1.4618
H  5.8750  -1.0562  -0.0907
H  6.5720  -1.3673  -2.4157
H  7.0372  -2.7768  -1.4661
H  5.6217  -2.8380  -2.5466
H  4.0580  -3.4922  -0.3594
H  4.5482  -2.7029  1.1512
H  5.6946  -3.6557  0.2274
H  2.4002  -1.3430  2.1534
H  2.3180  -0.0185  3.2390
H  0.4257  -2.2042  2.8662
H  0.5615  -1.0459  4.1793
H  -0.2328  -0.2813  0.4616
H  0.8386  0.2407  -0.7836
H  1.1413  -1.9251  -1.2012
H  2.1048  -2.1001  0.2313
H  0.4592  -3.3808  1.2197
H  -0.8484  -2.3154  0.6981
H  -1.1022  -4.2799  -0.4726
H  0.4617  -4.3610  -0.9134
H  0.1217  2.8503  3.1944
H  0.2287  1.1197  3.3987
H  0.1653  1.7257  5.6478
H  2.9500  4.0389  5.0854
H  -1.3931  1.3420  2.0703
H  -0.9246  3.3603  1.4417
C  -5.3446  2.0444  -4.7666
C  -4.6969  2.3572  -3.4224
C  -5.6669  2.9109  -2.3721
O  -6.0354  4.2611  -2.5584
C  -7.0905  4.4885  -3.4739
N  -3.5431  3.2339  -3.6413
H  -5.5232  2.9545  -5.3399
H  -4.6850  1.4120  -5.3593
H  -6.2963  1.5258  -4.6401
H  -4.3154  1.4159  -3.0101
H  -5.1668  2.8815  -1.3994
H  -6.5630  2.2792  -2.3035
H  -7.8313  3.6840  -3.4284
H  -6.7339  4.5797  -4.5025
H  -7.5693  5.4240  -3.1891
H  -3.0442  3.3547  -2.7651
H  -3.8939  4.1609  -3.8673
C  -3.5305  -5.6915  -2.7067
C  -3.5518  -6.2356  -1.2823
C  -4.6790  -7.2363  -1.0068
O  -5.9573  -6.6540  -0.8637
C  -6.6561  -6.3991  -2.0671
N  -3.5650  -5.1075  -0.3433
H  -4.3063  -4.9396  -2.8535
H  -2.5731  -5.2124  -2.9105
H  -3.6803  -6.4869  -3.4382
H  -2.6160  -6.7818  -1.1205
H  -4.4758  -7.7261  -0.0510
H  -4.7004  -8.0153  -1.7803
H  -6.4508  -7.1729  -2.8135
H  -6.4064  -5.4245  -2.4941
H  -7.7190  -6.4116  -1.8316
H  -3.4656  -5.4592  0.6049
H  -4.4926  -4.6926  -0.3639

The total charge is +1. The value obtained for the LUMO energy is -2.878 eV.

***

# C21H22FNO8

A 2-piece molecular cluster, C21H22FNO8 overall at a distorted geometry (ωB97M-V/def2-TZVPD, the OMol25 dataset).

Positions of all 53 atoms, in Å:
C  1.4810  1.9337  0.8562
C  1.9922  2.1576  -0.5610
C  0.9110  2.8697  -1.3869
C  2.3704  0.8512  -1.2653
C  3.2636  -0.1123  -0.4383
C  2.6540  -1.4669  -0.3686
C  3.0562  -2.5588  -1.0656
N  4.1489  -2.6266  -1.9507
C  2.3302  -3.8406  -0.8970
O  2.8872  -4.9294  -1.0915
C  0.9173  -3.7151  -0.5142
F  0.1381  -4.7619  -0.8956
C  0.4451  -2.6296  0.1384
C  -0.9770  -2.3697  0.4749
C  -1.5921  -1.2963  -0.4289
C  -2.2773  -1.9055  -1.6854
C  -1.5248  -1.5612  -2.9216
O  -1.9342  -0.8590  -3.8408
O  -0.2535  -2.0796  -2.9307
C  1.4861  -1.6256  0.5403
O  1.3908  -1.0071  1.5937
H  0.6766  1.2053  0.8794
H  1.0260  2.8369  1.2363
H  2.2695  1.6297  1.5341
H  2.8829  2.7838  -0.5448
H  0.3217  3.5212  -0.7550
H  1.3252  3.4371  -2.2163
H  0.2233  2.1378  -1.8009
H  1.4523  0.3269  -1.5212
H  2.8723  1.0674  -2.2051
H  3.3759  0.2820  0.5624
H  4.2415  -0.1767  -0.9020
H  4.4841  -3.5832  -1.9701
H  4.9099  -2.0651  -1.5956
H  -1.0713  -2.0719  1.5152
H  -1.5411  -3.2867  0.3523
H  -0.8674  -0.5491  -0.7300
H  -2.3361  -0.7595  0.1415
H  -2.2998  -2.9855  -1.5693
H  -3.2922  -1.5558  -1.7923
H  0.3223  -1.4159  -3.3162
C  -3.4566  3.8813  2.2732
C  -4.2242  3.5823  3.4071
C  -4.0487  2.1444  3.9796
O  -4.6371  1.8149  5.0171
C  -3.2051  1.2369  3.2672
C  -2.4576  1.5392  2.1353
C  -2.5614  3.0015  1.6174
O  -1.8759  3.3559  0.6378
O  -1.7200  0.7368  1.5042
O  -5.0145  4.3558  3.9819
H  -3.5272  4.8740  1.8346
H  -3.1604  0.2309  3.6806

The total charge is -2. As for the relative energy (zero: lowest compared OMol25 entry of this formula, charge and spin): 0.0 kcal per mole. The value obtained for the LUMO energy is 2.853 eV.

***

# C3H3O2Sr

C3H3O2Sr as an isolated structure at a distorted geometry (ωB97M-V/def2-TZVPD, the OMol25 dataset).

Positions of all 9 atoms, in Å:
O  -0.5933  1.3430  0.0446
Sr  3.7078  0.3821  0.1620
O  1.5180  0.8927  -0.4390
C  0.4043  0.5319  0.0113
C  -1.6457  0.2030  -0.2104
C  -0.5033  -0.7903  -0.1031
H  -2.2294  0.2197  0.7253
H  -0.1757  -1.3564  -0.9847
H  -0.4827  -1.4257  0.7941

The total charge is +1. As for the relative energy (zero: lowest compared OMol25 entry of this formula, charge and spin): 71.6 kcal per mole. The value obtained for the LUMO energy (alpha / beta) is -6.389 / -6.389 eV.

***

# C33H78ClFO21S2

A 8-piece molecular cluster, C33H78ClFO21S2 overall at a distorted geometry (ωB97M-V/def2-TZVPD, the OMol25 dataset).

Positions of all 136 atoms, in Å:
C  0.9562  -0.7405  -0.2697
C  -0.3522  -0.1792  0.4335
Cl  -0.6346  -1.1751  1.9593
C  -0.1402  1.3200  0.9259
C  -0.0460  2.2374  -0.3548
O  -1.3570  2.8696  -0.4399
S  -1.2277  4.1990  0.5406
O  -2.3024  5.1610  0.2182
O  -1.2716  4.0115  2.0080
O  0.3656  4.6696  0.2113
C  0.9336  3.4783  -0.3619
O  2.2242  3.3100  0.1478
S  1.2443  3.9406  -2.1600
O  1.1625  5.4055  -2.3926
O  2.5787  3.3868  -2.5053
F  0.1009  3.2661  -3.1578
H  1.4268  -1.5169  0.3784
H  1.6613  0.1030  -0.5074
H  0.6538  -1.2586  -1.2202
H  -1.2651  -0.2460  -0.2024
H  -1.0442  1.5547  1.5472
H  0.7583  1.3486  1.5904
H  0.2338  1.6448  -1.2580
H  2.2264  3.5974  1.0775
C  -3.4755  -5.8863  4.4801
O  -2.3287  -6.3193  5.1961
C  -1.2449  -6.6410  4.3298
C  -0.2087  -5.5300  4.2948
O  -0.7302  -4.3549  3.6852
C  -1.1008  -3.3679  4.6344
H  -4.1784  -5.4564  5.1940
H  -3.2302  -5.1267  3.7345
H  -3.9541  -6.7427  3.9939
H  -1.6040  -6.8681  3.3201
H  -0.7752  -7.5452  4.7311
H  0.6413  -5.8570  3.6881
H  0.1608  -5.3123  5.3028
H  -0.2028  -2.9039  5.0565
H  -1.7099  -3.7872  5.4385
H  -1.6828  -2.6022  4.1212
C  -1.6745  -5.6094  9.7327
O  -0.7606  -4.8964  10.5548
C  0.5177  -4.7579  9.9461
C  0.7091  -3.3681  9.3610
O  -0.1651  -3.1457  8.2608
C  -1.2905  -2.3543  8.6103
H  -2.6719  -5.4899  10.1559
H  -1.6839  -5.2316  8.7079
H  -1.4231  -6.6745  9.7318
H  0.6728  -5.5257  9.1807
H  1.2633  -4.9117  10.7335
H  1.7321  -3.2801  8.9825
H  0.5678  -2.6004  10.1290
H  -0.9835  -1.3107  8.7408
H  -1.7704  -2.7133  9.5235
H  -2.0116  -2.4081  7.7944
C  0.1001  8.0140  -2.6068
O  -0.3851  9.2092  -3.2048
C  -0.0002  10.3727  -2.4799
C  1.1641  11.0853  -3.1476
O  2.3521  10.3022  -3.0938
C  2.6319  9.6479  -4.3205
H  -0.0422  7.2009  -3.3151
H  1.1622  8.0802  -2.3630
H  -0.4749  7.7908  -1.7020
H  0.2403  10.1256  -1.4401
H  -0.8647  11.0455  -2.4750
H  1.3678  12.0153  -2.6081
H  0.9173  11.3440  -4.1827
H  2.9946  10.3740  -5.0569
H  1.7521  9.1337  -4.7142
H  3.4142  8.9107  -4.1407
C  6.3330  -3.2038  -2.3460
O  6.5751  -3.8854  -1.1244
C  6.0228  -3.2016  -0.0050
C  4.7235  -3.8428  0.4548
O  3.6970  -3.6875  -0.5182
C  3.4842  -4.8653  -1.2816
H  6.5863  -3.8787  -3.1640
H  5.2861  -2.9093  -2.4492
H  6.9747  -2.3198  -2.4140
H  5.8735  -2.1398  -0.2284
H  6.7555  -3.2754  0.8056
H  4.3825  -3.3407  1.3655
H  4.8755  -4.9012  0.6914
H  2.9663  -5.6146  -0.6727
H  4.4230  -5.2802  -1.6556
H  2.8534  -4.6100  -2.1337
C  -3.3510  -10.8244  0.6349
O  -3.8252  -9.6318  0.0274
C  -3.4209  -8.4663  0.7368
C  -2.2523  -7.7742  0.0537
O  -1.0747  -8.5714  0.1093
C  -0.8097  -9.2424  -1.1123
H  -3.5083  -11.6446  -0.0657
H  -2.2861  -10.7674  0.8705
H  -3.9213  -11.0316  1.5458
H  -3.1772  -8.7051  1.7778
H  -4.2780  -7.7845  0.7401
H  -2.0334  -6.8407  0.5818
H  -2.5010  -7.5232  -0.9829
H  -0.4417  -8.5289  -1.8580
H  -1.6979  -9.7494  -1.4960
H  -0.0357  -9.9874  -0.9287
C  -2.8729  13.8142  -1.6293
O  -2.7873  12.8909  -2.7047
C  -3.8415  11.9331  -2.6772
C  -4.9258  12.2681  -3.6881
O  -5.6108  13.4655  -3.3373
C  -5.1831  14.5835  -4.0983
H  -2.1801  14.6315  -1.8311
H  -3.8782  14.2278  -1.5252
H  -2.5738  13.3281  -0.6953
H  -4.2633  11.8429  -1.6707
H  -3.4001  10.9670  -2.9451
H  -5.6669  11.4633  -3.6931
H  -4.5052  12.3442  -4.6964
H  -5.5735  14.5116  -5.1195
H  -4.0938  14.6608  -4.1263
H  -5.5841  15.4837  -3.6327
C  1.0816  -5.3940  -6.1848
O  1.9971  -4.6827  -5.3644
C  3.2746  -4.5464  -5.9808
C  3.4657  -3.1560  -6.5647
O  2.5872  -2.9285  -7.6603
C  1.4648  -2.1362  -7.3066
H  0.0850  -5.2740  -5.7596
H  1.0710  -5.0148  -7.2088
H  1.3321  -6.4594  -6.1869
H  3.4241  -5.3141  -6.7472
H  4.0241  -4.7030  -5.1973
H  4.4868  -3.0695  -6.9482
H  3.3297  -2.3898  -5.7939
H  1.7710  -1.0927  -7.1743
H  0.9865  -2.4973  -6.3932
H  0.7429  -2.1884  -8.1215

The value obtained for the LUMO energy is -0.415 eV.

***

# C2H2O2

The molecule C2H2O2 at a distorted geometry (ωB97M-V/def2-TZVPD, the OMol25 dataset).

Positions of all 6 atoms, in Å:
O  1.4522  -0.4957  -0.0758
C  0.7980  0.4444  0.0725
C  -0.7974  0.4626  -0.0962
O  -1.4298  -0.5352  0.0819
H  1.1901  1.3941  0.4442
H  -1.3722  1.4112  -0.3508

As for the relative energy (zero: lowest compared OMol25 entry of this formula, charge and spin): 8.3 kcal per mole. The value obtained for the LUMO energy is -0.459 eV.